A structure of composition C22H37O2SiSn at a distorted geometry, computed with ωB97M-V/def2-TZVPD.

Calculated total energy (eV): -41206.571
Relative energy (zero: lowest compared OMol25 entry of this formula, charge and spin) (eV): 1.566
Spin multiplicity: 1
Charge: +1

```
63
Properties=species:S:1:pos:R:3:lowdin_charge:R:1
O -0.1564 -0.7455 -3.1044 -0.106
C -0.0978 0.4494 -4.0247 -0.158
C 0.1059 -0.3208 -5.3090 -0.067
H 0.7657 1.0917 -3.8356 0.110
H -1.0115 1.0405 -4.0212 0.125
C -0.0012 -1.4998 -4.3466 -0.612
H 1.1056 -0.1522 -5.6969 0.120
H -0.7007 -0.1924 -6.0214 0.122
C 1.2683 -2.2933 -4.4017 -0.020
H 2.1383 -1.6663 -4.2276 0.091
H 1.3791 -2.7301 -5.3992 0.103
H 1.2482 -3.0969 -3.6799 0.082
C -1.2086 -2.3356 -4.6471 -0.020
H -2.1177 -1.7353 -4.6741 0.093
H -1.3222 -3.1115 -3.8792 0.091
H -1.1056 -2.8286 -5.6104 0.096
Sn -0.1899 -0.7771 0.9448 1.366
C -2.8026 -1.2787 3.7183 -0.093
C -2.5266 0.1188 3.6175 -0.077
C -2.8377 0.5073 2.2794 -0.185
H -2.1285 0.7542 4.4068 0.097
C -3.3132 -0.6213 1.5696 -0.148
C -3.2938 -1.7381 2.4558 -0.076
H -3.6107 -2.7457 2.2274 0.112
H -2.6595 -1.8845 4.6043 0.102
H -2.7435 1.5379 1.9010 0.106
H -3.6525 -0.6684 0.5216 0.115
C 0.9914 -2.6072 3.4268 -0.113
C 0.0331 -3.1788 2.5803 -0.147
C 0.4859 -3.0819 1.2197 -0.305
H -0.8514 -3.7265 2.9303 0.117
C 1.7394 -2.3034 1.2375 -0.274
C 2.0386 -2.0482 2.6335 -0.130
H 2.9392 -1.5926 3.0139 0.104
H 0.9452 -2.6216 4.5156 0.115
H 0.0815 -3.6233 0.3614 0.109
H 2.4051 -2.1366 0.4005 0.103
O 1.7567 2.5464 -2.2575 -0.132
C 1.2007 1.4121 -1.5032 -0.201
C -0.3151 1.6626 -1.2984 -0.218
H 1.7367 1.2834 -0.5419 0.075
H 1.4133 0.4565 -2.0215 0.104
C -0.3853 3.1800 -1.2641 -0.148
H -0.8335 1.2555 -0.4140 0.015
H -0.8161 1.2175 -2.1602 0.075
C 0.7431 3.5961 -2.2317 -0.164
H -0.2136 3.5479 -0.2355 0.097
H -1.3804 3.5239 -1.5788 0.124
H 1.2108 4.5695 -1.9836 0.127
H 0.3299 3.6976 -3.2386 0.114
C 2.5162 1.4436 2.2726 -0.211
Si 0.7692 1.1593 2.8702 0.504
C 0.8738 0.6913 4.7019 -0.192
C -0.1839 2.7811 2.8446 -0.203
H 3.2294 0.7768 2.7773 0.036
H 2.7616 2.4840 2.5498 0.053
H 2.6611 1.3388 1.1900 0.010
H 1.5352 1.4103 5.2158 0.056
H -0.1106 0.7341 5.1878 0.021
H 1.2871 -0.3129 4.8580 0.012
H 0.4666 3.5900 3.2220 0.056
H -0.5322 3.0689 1.8424 0.010
H -1.0599 2.7282 3.5096 0.031
```